{"formula": "C43H85CsN6O4P2", "method": "wB97M-V/def2-TZVPD", "elements": ["Cs", "N", "C", "C", "N", "C", "C", "N", "H", "H", "H", "H", "H", "H", "H", "H", "H", "H", "H", "H", "H", "C", "O", "C", "C", "O", "C", "C", "O", "C", "H", "H", "H", "H", "H", "H", "H", "H", "H", "H", "H", "H", "H", "H", "C", "C", "C", "P", "C", "C", "C", "C", "C", "C", "C", "C", "C", "C", "N", "C", "C", "C", "C", "C", "C", "C", "P", "C", "C", "C", "C", "C", "C", "H", "H", "H", "H", "H", "H", "H", "H", "H", "H", "H", "H", "H", "H", "H", "H", "H", "H", "H", "H", "H", "H", "H", "H", "H", "H", "H", "H", "H", "H", "H", "H", "H", "H", "H", "H", "H", "H", "H", "H", "N", "C", "C", "C", "N", "H", "H", "H", "H", "H", "H", "H", "H", "H", "H", "C", "C", "C", "O", "C", "H", "H", "H", "H", "H", "H", "H", "H"], "xyz": [[0.312, 0.057, 0.411], [1.501, 1.152, -2.379], [1.254, 1.137, -3.820], [-0.036, 1.877, -4.165], [-1.146, 1.521, -3.293], [-2.001, 2.643, -2.929], [-2.754, 2.375, -1.634], [-1.815, 2.152, -0.541], [1.460, 2.087, -1.985], [2.416, 0.783, -2.145], [1.173, 0.092, -4.127], [2.060, 1.589, -4.410], [-0.285, 1.662, -5.211], [0.164, 2.956, -4.119], [-0.791, 1.102, -2.440], [-2.722, 2.844, -3.729], [-1.415, 3.568, -2.800], [-3.343, 1.467, -1.735], [-3.449, 3.207, -1.463], [-2.296, 1.820, 0.289], [-1.289, 2.987, -0.295], [-0.828, 1.957, 2.982], [-1.385, 0.708, 2.646], [-2.593, 0.428, 3.305], [-3.160, -0.836, 2.715], [-3.561, -0.567, 1.386], [-3.950, -1.735, 0.696], [-4.383, -1.379, -0.702], [-3.271, -0.976, -1.455], [-3.608, -0.785, -2.815], [-0.591, 2.027, 4.050], [-1.533, 2.756, 2.724], [0.098, 2.077, 2.415], [-3.311, 1.248, 3.166], [-2.418, 0.297, 4.382], [-4.015, -1.189, 3.306], [-2.379, -1.609, 2.734], [-4.778, -2.231, 1.220], [-3.105, -2.436, 0.636], [-5.137, -0.580, -0.672], [-4.848, -2.266, -1.158], [-3.979, -1.720, -3.252], [-2.710, -0.447, -3.327], [-4.393, -0.028, -2.926], [2.752, 6.321, -0.858], [2.126, 4.936, -0.964], [1.236, 4.863, -2.204], [1.252, 4.232, 0.544], [0.421, 5.727, 1.296], [-0.007, 5.441, 2.735], [-0.795, 6.154, 0.474], [2.674, 4.007, 1.672], [3.323, 5.131, 2.206], [4.518, 5.080, 2.896], [5.173, 6.316, 3.451], [5.100, 3.818, 3.029], [4.480, 2.687, 2.559], [3.208, 2.708, 1.913], [2.513, 1.562, 1.657], [3.282, 0.416, 1.510], [4.306, 0.350, 0.545], [5.085, -0.779, 0.370], [4.859, -1.929, 1.121], [5.690, -3.172, 0.932], [3.837, -1.886, 2.062], [3.058, -0.750, 2.293], [1.743, -0.672, 3.572], [1.844, -2.247, 4.573], [1.217, -3.413, 3.800], [3.155, -2.646, 5.265], [2.395, 0.619, 4.745], [3.867, 0.530, 5.153], [1.495, 0.705, 5.977], [3.270, 6.566, -1.789], [1.992, 7.091, -0.700], [3.479, 6.376, -0.050], [2.939, 4.208, -1.088], [0.454, 5.625, -2.191], [1.825, 5.023, -3.112], [0.735, 3.901, -2.284], [1.122, 6.564, 1.309], [-0.861, 4.762, 2.753], [0.798, 4.996, 3.320], [-0.316, 6.368, 3.225], [-0.538, 6.400, -0.556], [-1.547, 5.359, 0.453], [-1.260, 7.038, 0.918], [2.867, 6.106, 2.081], [4.530, 7.188, 3.325], [5.385, 6.213, 4.518], [6.122, 6.530, 2.953], [6.054, 3.718, 3.540], [4.960, 1.732, 2.718], [4.501, 1.239, -0.045], [5.881, -0.768, -0.368], [6.549, -2.972, 0.292], [6.064, -3.548, 1.886], [5.113, -3.977, 0.469], [3.672, -2.775, 2.658], [1.125, -2.012, 5.367], [1.830, -3.740, 2.958], [1.085, -4.274, 4.460], [0.236, -3.133, 3.412], [4.038, -2.463, 4.654], [3.288, -2.095, 6.195], [3.138, -3.709, 5.519], [2.264, 1.531, 4.156], [4.011, -0.165, 5.980], [4.499, 0.207, 4.326], [4.223, 1.510, 5.477], [1.655, -0.148, 6.642], [1.718, 1.608, 6.549], [0.435, 0.726, 5.710], [2.251, -2.085, -1.216], [2.266, -3.507, -1.561], [2.233, -4.390, -0.313], [0.836, -4.723, 0.189], [0.071, -3.507, 0.456], [2.027, -1.521, -2.027], [3.153, -1.794, -0.854], [3.144, -3.780, -2.163], [1.382, -3.705, -2.169], [2.795, -3.889, 0.483], [2.750, -5.333, -0.514], [0.928, -5.376, 1.069], [0.307, -5.302, -0.576], [0.600, -2.938, 1.109], [-0.817, -3.726, 0.892], [-0.777, -3.663, -4.978], [-1.966, -3.895, -4.049], [-1.395, -3.443, -2.713], [-0.503, -2.368, -3.014], [-0.181, -2.381, -4.405], [-1.054, -3.563, -6.027], [-0.061, -4.484, -4.890], [-2.311, -4.928, -4.033], [-2.800, -3.256, -4.347], [-0.834, -4.259, -2.241], [-2.133, -3.075, -2.003], [0.906, -2.343, -4.517], [-0.608, -1.488, -4.875]], "forces_ev_per_a": [[-0.2, -0.5, -0.6], [0.1, 0.0, 0.2], [-0.1, -0.1, 0.0], [0.0, 0.0, 0.0], [0.0, 0.0, 0.1], [0.0, 0.0, 0.0], [0.0, 0.1, -0.1], [-0.1, 0.0, 0.1], [0.0, 0.0, -0.1], [0.0, 0.0, -0.1], [0.0, 0.0, 0.0], [0.0, 0.0, 0.0], [0.0, 0.0, 0.0], [0.0, 0.0, 0.0], [0.1, 0.1, 0.0], [0.0, 0.0, 0.0], [0.0, 0.0, 0.0], [0.0, 0.0, 0.0], [0.0, 0.0, 0.0], [0.0, 0.0, 0.0], [0.0, 0.0, 0.0], [0.0, 0.2, 0.1], [-0.2, 0.0, 0.0], [-0.1, 0.0, 0.1], [0.1, 0.0, -0.1], [0.0, 0.0, 0.0], [0.1, 0.1, -0.1], [-0.1, -0.1, 0.1], [0.0, 0.0, -0.1], [0.0, -0.1, 0.0], [0.0, 0.0, 0.0], [0.1, 0.0, 0.0], [0.0, 0.1, 0.1], [0.0, 0.0, 0.0], [0.0, 0.0, 0.0], [0.0, 0.0, 0.0], [0.0, 0.0, 0.0], [0.0, 0.0, 0.0], [0.0, 0.0, 0.0], [0.0, 0.0, 0.0], [0.0, 0.0, 0.0], [0.0, 0.0, 0.0], [0.0, 0.0, 0.0], [0.0, 0.0, 0.0], [0.0, 0.0, 0.1], [0.0, 0.0, 0.0], [0.0, 0.0, 0.0], [-0.1, 0.0, 0.3], [0.0, 0.0, -0.1], [0.0, 0.0, 0.0], [0.0, 0.0, 0.0], [0.1, 0.0, 0.0], [0.0, 0.0, 0.0], [0.0, 0.0, 0.0], [0.0, 0.0, 0.0], [0.0, 0.0, 0.0], [0.0, 0.0, 0.0], [-0.1, 0.2, 0.2], [0.4, -0.1, -0.1], [0.1, 0.0, 0.1], [0.0, 0.0, 0.0], [0.0, 0.0, 0.0], [0.0, 0.0, 0.0], [0.0, 0.0, 0.0], [0.0, 0.0, 0.0], [0.1, 0.0, 0.1], [0.1, 0.0, 0.1], [0.0, 0.0, 0.0], [0.0, 0.0, 0.0], [0.0, 0.0, 0.0], [0.0, 0.0, 0.0], [0.0, 0.0, 0.0], [0.0, 0.0, 0.0], [0.0, 0.0, 0.0], [0.0, 0.0, 0.0], [0.0, 0.0, 0.0], [0.0, 0.0, 0.0], [0.0, 0.0, 0.0], [0.0, 0.0, 0.0], [0.0, 0.0, 0.0], [0.0, 0.0, 0.0], [0.0, 0.0, 0.0], [0.0, 0.0, 0.0], [0.0, 0.0, 0.0], [0.0, 0.0, 0.0], [0.0, 0.0, 0.0], [0.0, 0.0, 0.0], [0.0, 0.0, 0.0], [0.0, 0.0, 0.0], [0.0, 0.0, 0.0], [0.0, 0.0, 0.0], [0.0, 0.0, 0.0], [0.0, 0.0, 0.0], [0.0, 0.0, 0.0], [0.0, 0.0, 0.0], [0.0, 0.0, 0.0], [0.0, 0.0, 0.0], [0.0, 0.0, 0.0], [0.0, 0.0, 0.0], [0.0, 0.0, 0.0], [0.0, 0.0, 0.0], [0.0, 0.0, 0.0], [0.0, 0.0, 0.0], [0.0, 0.0, 0.0], [0.0, 0.0, 0.0], [0.0, 0.0, 0.0], [0.0, 0.0, 0.0], [0.0, 0.0, 0.0], [0.0, 0.0, 0.0], [0.0, 0.0, 0.0], [0.0, 0.0, 0.0], [0.0, 0.0, 0.0], [0.0, 0.0, 0.0], [0.0, 0.0, 0.1], [0.0, 0.0, 0.0], [0.0, 0.0, 0.0], [0.0, 0.0, 0.0], [-0.1, 0.0, 0.0], [0.0, 0.0, 0.0], [0.0, 0.0, 0.0], [0.0, 0.0, 0.0], [0.0, 0.0, 0.0], [0.0, 0.0, 0.0], [0.0, 0.0, 0.0], [0.0, 0.0, 0.0], [0.0, 0.0, 0.0], [-0.1, 0.0, 0.0], [0.1, 0.0, 0.1], [0.0, 0.0, 0.0], [0.0, 0.0, 0.0], [0.1, 0.0, 0.0], [0.0, 0.0, -0.1], [0.0, 0.0, 0.0], [0.0, 0.0, 0.0], [0.0, 0.0, 0.0], [0.0, 0.0, 0.0], [0.0, 0.0, 0.0], [0.0, 0.0, 0.0], [0.0, 0.0, 0.0], [0.0, 0.0, 0.0], [0.0, 0.0, 0.0]], "mulliken_charge": [0.50, 0.41, -0.46, -0.85, 0.20, -0.54, -0.28, 0.54, -0.60, 0.16, 0.06, 0.40, 0.35, 0.32, -0.07, 0.40, 0.10, -0.25, 0.54, 0.02, -0.48, -1.22, 0.21, -0.87, -0.34, -0.15, -0.23, -0.74, 0.27, -1.10, 0.33, 0.56, 0.06, 0.28, 0.36, 0.42, 0.15, 0.39, -0.09, 0.38, 0.41, 0.28, 0.17, 0.52, -1.67, 0.49, -0.52, 1.61, 0.59, -1.58, -1.70, -0.85, 0.30, 0.26, -1.78, -1.23, -0.28, -1.08, 1.14, -1.24, -0.27, -1.19, 0.16, -1.76, -0.43, 0.43, 1.73, 0.27, -1.13, -1.66, 1.23, -1.67, -1.60, 0.49, 0.25, 0.41, 0.33, 0.24, 0.53, -0.63, 0.40, 0.29, 0.29, 0.46, 0.32, 0.30, 0.46, 0.16, 0.36, 0.38, 0.33, 0.34, 0.36, 0.56, 0.27, 0.44, 0.35, 0.21, 0.63, 0.59, 0.09, 0.53, 0.02, 0.24, 0.27, 0.49, -0.22, 0.39, 0.19, 0.41, 0.37, 0.44, 0.30, 0.19, -0.27, 0.23, -1.08, 0.64, -0.11, -0.01, 0.48, -0.22, -0.59, 0.50, 0.52, 0.48, -0.92, 0.19, -0.81, -0.55, 0.88, 0.03, -0.57, 0.42, 0.30, 0.40, 0.20, -0.17, -0.59, 0.32, 0.31], "e_above_lowest_ev": 0.353, "lumo_energy_ev": 0.143, "spin_multiplicity": 1, "e_tot_ha": -3021.756668, "orbital_gap_ha": 0.2176, "max_force_ev_per_a": 0.8}